Entry from the Open Molecules 2025 dataset: C15H31BF4P2Tc as an isolated structure (wB97M-V/def2-TZVPD).

Structure (XYZ):
```
54
Properties=species:S:1:pos:R:3:lowdin_charge:R:1
P 2.19906 -0.01736 0.67726 0.927
P -0.15333 1.71792 -1.94306 0.962
C 2.41890 0.83052 -0.92611 -0.291
C 1.55094 2.04153 -1.28545 -0.298
H 2.43548 0.06027 -1.71648 0.106
H 3.45703 1.18446 -0.81319 0.113
H 1.47440 2.78318 -0.46468 0.101
H 2.06135 2.53041 -2.13205 0.116
C 0.24813 1.31810 -3.67851 -0.167
H -0.62637 0.92313 -4.20708 0.081
H 1.08175 0.60319 -3.73034 0.064
H 0.56083 2.24401 -4.17936 0.075
C -0.74284 3.41480 -2.03641 -0.173
H -0.22999 3.92058 -2.86321 0.074
H -0.52428 3.97731 -1.12367 0.076
H -1.82084 3.39255 -2.23074 0.066
C 3.63285 -1.11175 0.77670 -0.141
H 3.49564 -1.76491 1.65282 0.083
H 4.48201 -0.42930 0.92764 0.077
H 3.71847 -1.66609 -0.17282 0.087
C 2.38024 1.21877 1.96118 -0.138
H 1.86421 2.16104 1.73846 0.075
H 3.45170 1.43542 1.98827 0.082
H 2.09806 0.79167 2.92868 0.081
Tc -1.22061 -1.78427 2.59822 1.370
C -2.01846 0.97756 -1.50890 -0.264
C -1.79932 -0.30001 -2.12941 -0.084
C -0.57705 -1.16798 -1.87093 -0.185
C -0.05759 -1.75753 -0.54413 -0.123
C 0.68533 -0.98766 0.63502 -0.415
C -0.25794 -0.15259 1.53714 -0.379
C -0.81153 1.01997 0.73027 -0.232
C -2.17762 1.05824 0.03236 -0.121
C -0.50068 -2.90637 4.18414 -0.223
H -2.74864 1.62365 -2.02624 0.131
H -2.59442 -0.79637 -2.69153 0.135
H 0.27203 -0.75539 -2.44059 0.076
H -0.86889 -2.10922 -2.37427 0.139
H -0.89187 -2.37753 -0.17065 0.108
H 0.68832 -2.52590 -0.81771 0.129
H 1.07842 -1.80269 1.27396 0.098
H 0.16106 0.25745 2.48773 0.073
H -0.08661 0.97618 -0.12542 0.007
H -0.60637 1.98235 1.26152 0.138
H -2.87745 0.31145 0.46212 0.127
H -2.52156 2.09013 0.23661 0.128
H -1.31100 -2.84384 4.96020 0.039
H 0.43029 -2.49892 4.65885 0.020
H -0.30356 -4.00178 4.04406 0.033
F -2.38912 -3.47608 1.54070 0.023
B -3.61983 -2.69095 1.61288 -1.073
F -3.85604 -2.07658 0.42838 0.197
F -4.59647 -3.33447 2.25829 0.251
F -3.13623 -1.51031 2.60949 -0.161
```

Values from the calculation:
Calculated total energy in eV: -48363.8451
Multiplicity: 4
Frontier orbital gap (alpha / beta) in eV: 7.692 / 6.878
Relative energy (zero: lowest compared OMol25 entry of this formula, charge and spin) in kcal per mole: 0.0
Net charge: +2
HOMO level (alpha / beta) in eV: -14.32 / -14.21
Expectation value of S²: 3.7866

=====

Entry from the Open Molecules 2025 dataset: a 16-piece molecular cluster, C38H114N10O22 overall (wB97M-V/def2-TZVPD).

Structure (XYZ):
```
184
Properties=species:S:1:pos:R:3:lowdin_charge:R:1
C -17.59308 19.20050 24.61356 -0.902
O -18.22192 18.76979 25.52175 0.070
N -16.35242 18.96551 24.49547 0.178
N -17.92433 19.98178 23.73398 0.198
H -16.06225 19.40090 23.63156 0.074
H -15.77626 18.45468 25.14907 0.129
H -18.89750 20.14682 23.51997 0.075
H -17.25333 20.14296 22.99650 0.078
C -13.79282 21.86919 25.26980 -0.769
O -14.30833 21.67328 26.40185 0.004
N -13.27069 22.98009 24.87423 0.163
N -13.30936 20.90559 24.56547 0.157
H -13.23837 23.62176 25.65354 0.132
H -12.53253 22.85907 24.19558 0.117
H -13.35798 19.95504 24.90341 0.123
H -13.05149 21.05259 23.60008 0.107
C -22.24783 29.32037 13.32854 -0.118
O -21.48028 30.43626 13.75218 -0.181
C -21.79031 30.80649 15.09099 -0.233
C -20.87684 31.88483 15.63837 -0.201
N -20.62221 31.72858 17.05742 -0.055
C -19.42103 30.92226 17.40996 -0.162
C -19.17050 30.72998 18.98253 -0.233
O -18.29625 29.73103 19.31881 -0.203
C -16.99506 30.21880 19.68996 -0.063
H -22.03415 28.40038 13.87265 0.075
H -21.96099 29.08802 12.30295 0.085
H -23.32363 29.48837 13.37883 0.085
H -21.63837 29.87685 15.63942 0.111
H -22.81338 31.16317 15.21014 0.110
H -21.36754 32.84116 15.45741 0.114
H -19.95902 31.85541 15.05112 0.120
H -21.49585 31.60852 17.54981 0.045
H -18.54721 31.46616 17.05120 0.104
H -19.42607 29.96117 16.89576 0.102
H -20.19062 30.43475 19.22806 0.094
H -18.93399 31.75475 19.26891 0.124
H -17.10248 30.98131 20.46140 0.083
H -16.49049 30.64847 18.82457 0.090
H -16.41702 29.38125 20.08046 0.092
C -24.67170 30.51278 23.24896 -0.164
O -24.70253 29.19742 22.88331 -0.201
C -25.72070 28.88800 21.83684 -0.129
C -25.30278 29.21606 20.33298 -0.178
N -25.56327 30.64562 20.03378 -0.075
C -25.24330 31.01565 18.61081 -0.143
C -23.78127 30.63527 18.14143 -0.157
O -22.80320 31.58856 18.58402 -0.218
C -22.54206 31.57465 19.94851 -0.127
H -24.01001 30.53768 24.11478 0.081
H -25.62520 30.86757 23.64020 0.083
H -24.44515 31.27379 22.50221 0.072
H -26.72891 29.20474 22.10387 0.112
H -25.86134 27.80880 21.89741 0.100
H -25.86563 28.63510 19.60236 0.095
H -24.22835 29.03287 20.32130 0.088
H -26.45174 30.90911 20.43540 0.101
H -25.46061 32.06226 18.39750 0.116
H -25.91176 30.45344 17.95876 0.093
H -23.78207 30.73653 17.05615 0.102
H -23.47348 29.60986 18.34614 0.092
H -22.49025 30.60826 20.45002 0.082
H -23.26414 32.17825 20.49840 0.081
H -21.60736 32.06089 20.22783 0.087
C -22.36525 24.02824 24.11116 -0.116
O -22.11403 25.41642 23.93199 -0.200
C -22.78325 26.19408 24.92675 -0.184
C -22.47290 27.67373 24.66497 -0.233
N -21.09954 27.96970 24.94525 -0.060
C -20.74743 29.24363 24.41481 -0.201
C -19.22304 29.59490 24.66001 -0.182
O -18.47676 28.67308 23.83052 -0.233
C -17.00982 28.84743 23.96261 -0.067
H -23.10887 23.69532 23.38709 0.091
H -22.73176 23.82938 25.11825 0.068
H -21.50471 23.35987 24.14049 0.063
H -22.32262 26.08359 25.90844 0.118
H -23.86669 26.07511 24.91700 0.130
H -23.09428 28.34164 25.26154 0.120
H -22.72957 27.98465 23.65228 0.096
H -20.58502 27.17833 24.58596 0.103
H -21.30706 30.02998 24.92132 0.120
H -20.83892 29.24510 23.32866 0.112
H -18.95110 29.56508 25.71512 0.114
H -18.89387 30.55396 24.26006 0.111
H -16.47611 27.92288 23.74248 0.076
H -16.60159 29.26427 24.88331 0.080
H -16.76922 29.58108 23.19321 0.070
C -22.86004 23.65394 33.14139 -0.073
O -22.91608 23.40746 31.71362 -0.185
C -21.81614 24.01496 31.12159 -0.288
C -21.90797 23.65648 29.69045 -0.260
N -20.82838 24.15950 28.87456 -0.039
C -20.91092 23.63886 27.45900 -0.167
C -19.59489 24.05523 26.66885 -0.143
O -18.41287 23.17982 27.02606 -0.171
C -17.24780 23.86317 26.66697 -0.144
H -23.65953 23.03491 33.54846 0.086
H -23.09155 24.65818 33.49636 0.085
H -21.84876 23.28251 33.30708 0.085
H -20.84895 23.76142 31.55559 0.123
H -21.86322 25.09673 31.24673 0.128
H -22.89341 23.90050 29.29365 0.128
H -21.85011 22.56869 29.65202 0.124
H -20.13348 23.60074 29.34890 0.102
H -21.77024 24.05143 26.93037 0.077
H -21.01084 22.56223 27.32121 0.105
H -19.40986 25.10920 26.87628 0.112
H -19.91672 24.03399 25.62766 0.083
H -16.98379 24.57426 27.44975 0.092
H -17.35130 24.31690 25.68131 0.068
H -16.39150 23.21797 26.47058 0.065
C -21.14647 18.94225 18.96810 -0.073
O -21.45882 19.93768 20.01055 -0.224
C -20.52787 19.97183 21.13325 -0.187
C -21.31698 20.23046 22.40910 -0.193
N -20.75009 19.54208 23.57356 -0.085
C -21.13143 20.06593 24.90291 -0.152
C -22.65009 20.41639 25.05351 -0.235
O -23.48287 19.26688 25.05104 -0.163
C -24.79768 19.65126 24.60436 -0.105
H -21.94491 18.92436 18.22629 0.081
H -21.10177 17.93897 19.39181 0.079
H -20.19511 19.15804 18.48185 0.082
H -19.59053 20.47476 20.89548 0.113
H -20.20380 18.93195 21.17495 0.108
H -22.30080 19.76775 22.33109 0.123
H -21.47418 21.28747 22.62383 0.096
H -21.15906 18.62191 23.49536 0.118
H -20.51858 20.96335 24.98743 0.106
H -20.87140 19.32548 25.65936 0.121
H -22.96610 21.12729 24.29006 0.086
H -22.74392 20.99443 25.97284 0.111
H -25.21185 20.45071 25.21872 0.088
H -25.49137 18.84982 24.85852 0.081
H -24.95278 19.75238 23.53020 0.086
C -16.08830 23.23080 22.84231 -0.133
O -16.95303 23.29007 21.74007 -0.244
C -18.37630 23.24899 22.06742 -0.122
C -18.90977 24.70903 22.21786 -0.156
N -19.55933 25.23172 20.98459 -0.064
C -20.18194 26.51582 21.30225 -0.145
C -20.67892 27.21154 20.01426 -0.138
O -21.38530 26.36183 19.14073 -0.234
C -21.70539 26.87311 17.92871 -0.136
H -16.25966 22.45229 23.58573 0.078
H -16.11767 24.21245 23.31517 0.084
H -15.02958 23.08892 22.62534 0.070
H -18.73522 22.59024 22.85819 0.110
H -18.74890 22.86037 21.11966 0.113
H -18.21144 25.46644 22.57390 0.122
H -19.76260 24.65269 22.89432 0.090
H -20.28211 24.53850 20.85365 0.033
H -19.44085 27.09792 21.85000 0.112
H -20.98761 26.39539 22.02646 0.096
H -19.89290 27.64166 19.39356 0.104
H -21.38009 27.99739 20.29515 0.116
H -22.13888 26.12773 17.26193 0.105
H -20.84244 27.15844 17.32704 0.087
H -22.33243 27.76465 17.91981 0.075
O -19.96460 24.47076 18.18457 -0.033
H -20.58817 25.00522 18.67625 -0.032
H -20.46466 23.69732 17.92389 0.028
O -21.53079 23.37806 20.62141 -0.022
H -22.34348 22.93033 20.85658 0.061
H -21.19585 22.88855 19.87013 0.045
O -19.26074 25.98584 15.39939 -0.045
H -19.59417 25.11827 15.17052 0.031
H -19.27066 26.47195 14.57488 0.026
O -17.69632 27.07856 17.79524 -0.043
H -18.13558 27.68975 18.38662 -0.015
H -17.46203 27.60837 17.03325 0.027
O -24.13612 26.08944 20.43603 -0.032
H -23.45771 26.38690 19.82981 0.004
H -23.70716 26.08268 21.29170 0.028
O -15.74109 20.38287 21.49018 -0.033
H -16.06968 21.17571 21.06630 0.035
H -14.79012 20.43646 21.39516 0.045
O -17.02513 24.68286 19.55112 -0.057
H -16.44936 24.17158 20.11972 0.002
H -17.69382 25.03344 20.13949 -0.018
O -25.54996 27.79626 17.10247 -0.043
H -26.06055 27.33259 17.76620 0.031
H -24.85047 27.18624 16.86833 0.027
```

Values from the calculation:
Calculated total energy in eV: -101187.4671
Multiplicity: 1
Frontier orbital gap in eV: 8.067
Net charge: 0
HOMO level in eV: -8.01

=====

Entry from the Open Molecules 2025 dataset: C8H18Cl2HoN2O3P as an isolated structure (wB97M-V/def2-TZVPD).

Structure (XYZ):
```
35
Properties=species:S:1:pos:R:3:lowdin_charge:R:1
C 0.54912 -2.68549 -1.02225 0.014
C -0.57269 -1.85713 -0.52216 -0.124
H 0.03404 -3.50029 -1.53899 0.146
H 1.17938 -2.99905 -0.16502 0.137
H 1.18988 -2.10751 -1.72235 0.067
O -1.67648 -1.98282 -0.12341 0.252
Cl 2.86258 -0.38517 -0.08708 -0.069
Ho 0.55979 0.48880 0.38614 0.634
P 0.17400 1.09578 -2.37425 0.737
C -1.46558 1.67198 -2.85827 -0.240
C 1.30144 2.52733 -2.48334 -0.260
H 1.74816 -0.48445 -3.25860 0.057
H 0.71890 0.35457 -4.51412 0.071
H 0.04090 -1.00468 -3.49926 0.050
C 0.73882 -0.15913 -3.54893 -0.244
H 2.18097 2.36658 -1.83703 0.039
H 1.59460 2.62379 -3.53323 0.074
H -1.35506 1.98233 -3.90123 0.076
H -1.75394 2.50059 -2.19998 0.064
H 0.77528 3.41220 -2.09786 0.042
H -2.17561 0.84510 -2.73754 0.056
C -2.00393 0.89093 0.15992 -0.063
O -3.11171 1.18489 0.29810 0.174
Cl 0.64600 2.87518 0.65530 0.061
C 1.18262 -0.41557 4.77007 -0.002
N -0.15957 -0.80873 4.38686 0.079
C -0.62732 -0.68216 3.16033 -0.496
N -1.88197 -1.04084 2.81130 0.225
O 0.19384 -0.20422 2.29216 -0.233
H 1.76414 -0.01847 3.93298 0.098
H 1.70001 -1.28510 5.18620 0.108
H 1.11788 0.34331 5.55604 0.110
H -0.78685 -1.18113 5.05331 0.155
H -2.21280 -0.95349 1.84909 0.074
H -2.46884 -1.40792 3.52710 0.131
```

Values from the calculation:
Calculated total energy in eV: -77828.7017
Multiplicity: 5
Frontier orbital gap (alpha / beta) in eV: 5.324 / 5.304
Net charge: +2
HOMO level (alpha / beta) in eV: -16.23 / -16.21
Expectation value of S²: 6.0056

=====

Entry from the Open Molecules 2025 dataset: a 5-piece molecular cluster, CH11NO5 overall (wB97M-V/def2-TZVPD).

Structure (XYZ):
```
18
Properties=species:S:1:pos:R:3:lowdin_charge:R:1
C -0.47170 -1.56150 1.20938 -0.420
N 0.17490 -1.62228 2.38994 0.131
O -0.17012 -2.14225 0.18069 -0.014
H -1.29637 -0.82914 1.15589 0.127
H -0.16796 -1.20441 3.24301 0.103
H 1.02680 -2.13023 2.46477 0.093
H 0.49954 1.94826 1.40571 0.025
H -0.51160 1.87999 0.25266 -0.039
O -0.45545 1.96723 1.21280 -0.092
H -1.53304 1.11350 -1.84034 0.052
H -0.35422 2.13125 -2.16044 0.077
O -0.89196 1.74712 -1.43749 -0.068
H -1.64420 -1.72623 -2.15619 0.041
H -0.61291 -0.69860 -2.20682 0.013
O -1.47147 -0.87691 -2.57015 -0.052
H 2.87341 0.46610 0.35483 0.045
H 2.73257 0.78519 -1.15348 0.008
O 2.27378 0.75289 -0.34478 -0.031
```

Values from the calculation:
Calculated total energy in eV: -12943.4399
Multiplicity: 1
Frontier orbital gap in eV: 10.396
Relative energy (zero: lowest compared OMol25 entry of this formula, charge and spin) in kcal per mole: 15.9
Net charge: 0
HOMO level in eV: -9.97
SMILES: NC=O.O.O.O.O